No. 1
Below is C37H33CsN5O3S2 as an isolated structure, with properties calculated with ωB97M-V with the def2-TZVPD basis set.

## Properties
Energy above the lowest of the compared OMol25 structures with the same formula, charge and spin = 1.044 eV
Orbital gap = 5.921 eV
HOMO energy = -3.953 eV
Energy = -2745.780370 hartree
Total charge = -1
Max |F| = 2.3 eV Å⁻¹

Positions of all 81 atoms, in Å:
Cs 2.16962 0.97337 -0.26704
C 0.67194 -0.34447 -3.76551
O 0.29916 -0.98409 -2.55563
C 0.52569 -2.32277 -2.45463
C 0.69764 -3.13983 -3.56421
C 0.88791 -4.50760 -3.40895
C 0.91839 -5.05776 -2.13766
C 0.76778 -4.23819 -1.02756
C 0.56240 -2.86495 -1.15639
N 0.49417 -1.94716 -0.07800
N 0.40718 -2.51313 1.03742
C 0.56711 -1.80469 2.20142
C 0.74945 -0.37809 2.29298
O 0.45686 0.42583 1.37614
C 1.32505 0.11794 3.53440
C 1.51247 -0.66432 4.61350
C 1.12534 -2.04765 4.61409
C 1.22440 -2.83355 5.77733
C 0.85487 -4.15529 5.77394
C 0.38053 -4.72872 4.58251
C 0.28776 -3.98389 3.42949
C 0.65147 -2.61646 3.40952
H 1.73617 -0.48533 -3.97657
H 0.46549 0.71414 -3.62119
H 0.08624 -0.69883 -4.61754
H 0.68514 -2.71697 -4.56031
H 1.01131 -5.12997 -4.28699
H 1.08047 -6.12010 -2.00865
H 0.83417 -4.64008 -0.02821
H 1.59251 1.16894 3.54522
H 1.96228 -0.25687 5.51402
H 1.60135 -2.37457 6.68547
H 0.92099 -4.74893 6.67847
H 0.08512 -5.77214 4.57225
H -0.07802 -4.43132 2.51470
S 7.14867 3.36418 -0.55451
C 7.03196 2.55872 0.94652
C 5.85797 1.87494 1.07468
C 4.95596 1.96348 -0.04521
C 5.51450 2.73866 -1.01418
C 4.97266 3.11772 -2.32508
C 5.71483 3.86477 -3.26365
C 5.15657 4.20745 -4.47656
C 3.85649 3.80949 -4.76660
C 3.19405 3.07421 -3.80002
N 3.71391 2.72817 -2.62116
H 7.84815 2.64008 1.65743
H 5.63860 1.30679 1.97558
H 6.72645 4.16460 -3.02080
H 5.72943 4.78252 -5.19693
H 3.37586 4.06342 -5.70227
H 2.17128 2.74245 -3.97959
C -3.62446 -1.79657 -0.37876
C -3.79595 -0.65155 0.62157
C -2.57936 0.26328 0.67259
N -2.35955 0.95019 -0.61288
C -2.00666 2.21696 -0.83356
S -1.37483 2.70844 -2.29718
N -2.24555 3.14436 0.18643
C -3.32770 3.29397 1.03753
O -3.25531 4.04461 1.98344
C -4.59299 2.55853 0.71702
C -5.02509 2.36838 -0.59047
C -6.24845 1.75874 -0.83164
C -7.03708 1.33253 0.22797
C -6.60864 1.53145 1.53587
C -5.39514 2.15500 1.77775
H -4.46539 -2.49162 -0.31958
H -2.70328 -2.35536 -0.17741
H -3.57967 -1.42597 -1.40916
H -3.93984 -1.06102 1.62596
H -4.68775 -0.06633 0.37590
H -1.68143 -0.30951 0.89502
H -2.69192 1.00095 1.45975
H -2.07920 0.34995 -1.37427
H -1.55422 3.86741 0.26846
H -4.41860 2.70717 -1.42360
H -6.58637 1.61792 -1.85234
H -7.98839 0.85170 0.03560
H -7.22707 1.20950 2.36622
H -5.04783 2.33277 2.78830

No. 2
Below is a 2-piece molecular cluster, C3H7O2 overall, with properties calculated with ωB97M-V with the def2-TZVPD basis set.

## Properties
Energy above the lowest of the compared OMol25 structures with the same formula, charge and spin = 0.382 eV
Orbital gap = 8.588 eV
HOMO energy = -4.017 eV
Energy = -269.025983 hartree
Total charge = -1
Max |F| = 2.6 eV Å⁻¹

Positions of all 12 atoms, in Å:
C 1.09609 -1.08180 -0.96832
C 1.40503 -1.03486 0.50862
H 1.50197 -1.98712 -1.47166
H 1.49754 -0.21833 -1.44931
H -0.01158 -1.07029 -1.13538
H 2.51156 -1.04565 0.66768
H 0.97746 -0.14511 0.88203
H 0.90954 -1.89625 1.03373
O -1.46276 -0.21938 0.33084
C -1.25521 1.02560 0.17887
O -0.13193 1.62108 0.04958
H -2.10446 1.69549 0.11453

No. 3
Below is an isolated ion of composition C3H6NOS2 and charge -1, with properties calculated with ωB97M-V with the def2-TZVPD basis set.

## Properties
Energy above the lowest of the compared OMol25 structures with the same formula, charge and spin = 1.111 eV
Orbital gap = 6.968 eV
SMILES = ON1CC[C@@]1([S-])S
HOMO energy = -3.413 eV
Energy = -1044.216254 hartree
Total charge = -1
Max |F| = 5.2 eV Å⁻¹

Positions of all 13 atoms, in Å:
O 0.17998 -1.60326 1.64415
N 0.15146 -0.31861 1.17104
C -1.10612 0.01399 0.38843
C -0.18527 0.75649 -0.67377
C 0.97866 -0.09972 -0.02391
S 1.60110 -1.53070 -0.82100
S 2.30557 1.17522 0.42166
H 0.78962 -2.09980 0.84200
H -1.88645 0.76031 0.73535
H -1.67938 -0.90572 -0.11561
H -0.60205 0.56117 -1.73863
H -0.15118 1.75899 -0.52401
H 3.06339 0.31463 1.23884

What is the formula in the first record?
C37H33CsN5O3S2